[1]
The following is a DFT calculation (ωB97M-V/def2-TZVPD) of C24H25N3O6S in the gas phase.

Properties
- SMILES: COc1ccc(C)cc1S(=O)(=O)N(CC(=O)Nc1cccc([N+](=O)[O-])c1)c1ccc(C)c(C)c1
- HOMO-LUMO gap: 8.0 eV
- Charge: 0

Each line ends with the Mulliken charge.
Element x y z (Å)
C -0.450 -1.990 -3.799  -1.02
O 0.327 -1.704 -2.655  -0.38
C 0.848 -0.465 -2.510  1.09
C 0.581 0.622 -3.341  -0.66
C 1.124 1.863 -3.062  -0.82
C 1.952 2.072 -1.964  0.57
C 2.482 3.434 -1.652  -1.57
C 2.239 0.978 -1.157  -0.26
C 1.693 -0.262 -1.419  -0.48
S 2.120 -1.624 -0.327  1.53
O 2.341 -2.816 -1.085  -0.71
O 3.149 -1.169 0.555  -0.69
N 0.728 -1.849 0.597  -0.17
C -0.276 -2.750 0.101  -0.89
C -1.433 -2.035 -0.603  0.57
O -2.282 -2.631 -1.222  -0.66
N -1.393 -0.679 -0.439  0.20
C -2.058 0.299 -1.163  0.59
C -3.155 0.024 -1.983  -0.66
C -3.743 1.036 -2.724  -0.63
C -3.258 2.330 -2.669  -0.66
C -2.173 2.598 -1.843  -0.52
N -1.632 3.931 -1.787  1.14
O -2.134 4.775 -2.497  -0.65
O -0.694 4.130 -1.042  -0.63
C -1.576 1.603 -1.086  -0.14
C 0.714 -1.373 1.925  -0.03
C 0.960 -0.026 2.161  0.57
C 0.974 0.452 3.458  -1.68
C 0.731 -0.381 4.540  1.54
C 0.746 0.164 5.935  -1.75
C 0.482 -1.736 4.305  0.85
C 0.231 -2.673 5.447  -1.77
C 0.482 -2.216 3.004  -0.83
H -0.742 -3.033 -3.693  0.25
H 0.131 -1.860 -4.716  0.41
H -1.350 -1.369 -3.836  0.38
H -0.053 0.507 -4.205  0.48
H 0.898 2.692 -3.716  0.41
H 2.860 3.917 -2.550  0.39
H 1.676 4.052 -1.253  0.26
H 3.277 3.382 -0.913  0.38
H 2.905 1.063 -0.312  0.55
H -0.693 -3.375 0.895  0.49
H 0.199 -3.404 -0.636  0.34
H -0.615 -0.346 0.119  -0.04
H -3.528 -0.986 -2.037  0.58
H -4.588 0.808 -3.354  0.43
H -3.698 3.128 -3.246  0.51
H -0.732 1.849 -0.460  0.64
H 1.163 0.638 1.335  0.27
H 1.175 1.500 3.630  0.34
H 0.942 1.232 5.928  0.36
H 1.517 -0.326 6.528  0.35
H -0.210 -0.011 6.427  0.35
H -0.641 -2.356 6.017  0.35
H 0.064 -3.685 5.089  0.38
H 1.083 -2.682 6.125  0.34
H 0.316 -3.269 2.832  0.41

---

[2]
The following is a DFT calculation (ωB97M-V/def2-TZVPD) of an isolated ion of composition C11H14N3S and charge +1.

Properties
- SMILES: C[C@@]1(c2cn3c([nH+]2)CC[C@H](C#N)C3)CS1
- HOMO-LUMO gap: 9.8 eV
- Charge: +1

Each line ends with the Mulliken charge.
Element x y z (Å)
C -2.396 -1.642 -2.348  -1.70
C -1.079 -0.977 -2.527  1.39
C -0.453 -0.628 -1.055  -0.09
C -0.819 -0.822 0.258  -0.53
N 0.093 -0.126 1.020  0.26
C 0.890 0.538 0.172  0.19
N 0.628 0.266 -1.095  0.00
C 1.920 1.570 0.608  -0.70
C 1.711 1.980 2.023  -0.92
C 1.406 0.790 2.924  0.11
C 2.514 -0.088 2.764  0.07
N 3.522 -0.574 2.589  -0.40
C 0.089 0.135 2.451  -0.67
C -0.175 -1.414 -3.587  -1.04
S -0.913 0.204 -3.766  -0.13
H -2.992 -1.918 -3.174  0.45
H -3.002 -0.932 -1.675  0.35
H -2.359 -2.573 -1.778  0.37
H -1.606 -1.623 0.525  0.35
H 1.192 0.601 -1.892  0.36
H 2.986 1.162 0.429  0.37
H 1.900 2.335 -0.224  0.45
H 2.639 2.580 2.436  0.33
H 0.944 2.805 2.119  0.34
H 1.329 1.089 3.965  0.45
H 0.042 -0.848 3.137  0.35
H -0.662 0.887 2.638  0.37
H 0.865 -1.582 -3.427  0.31
H -0.460 -2.187 -4.349  0.34

---

[3]
The following is a DFT calculation (ωB97M-V/def2-TZVPD) of C49H55CoN3 as an isolated structure.

Properties
- HOMO-LUMO gap (alpha / beta): 5.0 / 5.1 eV
- ⟨S²⟩: 3.7613
- Charge: -2
- 2S+1: 4

Each line ends with the Löwdin spin population.
Element x y z (Å)
Co -0.493 0.739 0.966  2.67
C -3.099 -2.836 2.895  0.00
C -3.054 -1.539 2.084  0.00
C -3.934 -0.463 2.720  0.00
C -3.387 -1.774 0.629  0.01
C -4.620 -2.316 0.290  0.00
C -4.947 -2.616 -1.023  0.01
C -4.025 -2.321 -2.018  0.00
C -2.795 -1.745 -1.727  0.01
C -1.924 -1.258 -2.873  0.00
C -1.854 -2.227 -4.054  0.00
C -2.429 0.115 -3.325  0.00
C -2.431 -1.501 -0.375  0.01
N -1.200 -0.957 -0.036  0.05
C -0.057 -1.574 -0.480  0.00
C 1.153 -0.909 -0.478  0.00
N 1.249 0.400 -0.055  0.06
C 2.326 1.129 -0.549  0.01
C 2.479 1.271 -1.953  0.01
C 3.579 1.938 -2.476  0.00
C 4.513 2.543 -1.652  0.01
C 4.324 2.470 -0.279  0.00
C 3.263 1.775 0.292  0.01
C 3.220 1.712 1.808  0.00
C 2.094 2.554 2.404  0.01
C 3.202 0.287 2.347  0.00
C 1.411 0.780 -2.920  0.00
C 1.921 -0.312 -3.864  0.00
C 0.834 1.939 -3.740  0.00
C 2.219 -1.856 -0.836  0.00
C 3.584 -1.811 -0.953  0.00
C 4.279 -2.997 -1.332  0.00
C 3.645 -4.187 -1.575  0.00
C 2.226 -4.266 -1.436  0.00
C 1.407 -5.425 -1.592  0.00
C 0.059 -5.331 -1.366  0.00
C -0.581 -4.115 -0.984  0.00
C 0.181 -2.984 -0.846  0.00
C 1.580 -3.104 -1.077  0.00
H -2.694 -2.662 3.895  0.00
H -2.501 -3.612 2.414  0.00
H -4.123 -3.210 2.994  0.00
H -2.032 -1.171 2.126  0.00
H -4.988 -0.759 2.732  0.00
H -3.850 0.474 2.167  0.00
H -3.609 -0.277 3.746  0.00
H -5.331 -2.533 1.082  0.00
H -5.904 -3.060 -1.270  0.00
H -4.288 -2.514 -3.052  0.00
H -0.907 -1.129 -2.509  0.00
H -2.810 -2.300 -4.582  0.00
H -1.564 -3.225 -3.725  0.00
H -1.111 -1.878 -4.776  0.00
H -3.456 0.036 -3.694  0.00
H -1.805 0.520 -4.127  0.00
H -2.419 0.820 -2.493  0.00
H 3.688 2.017 -3.554  0.00
H 5.364 3.071 -2.066  0.00
H 5.042 2.944 0.382  0.00
H 4.163 2.164 2.142  0.00
H 1.113 2.207 2.068  0.01
H 2.186 3.600 2.110  0.00
H 2.102 2.483 3.495  0.00
H 2.246 -0.182 2.152  0.00
H 3.358 0.290 3.429  0.00
H 3.982 -0.319 1.879  0.00
H 0.597 0.359 -2.329  0.00
H 2.648 0.095 -4.574  0.00
H 1.090 -0.729 -4.440  0.00
H 2.397 -1.126 -3.317  0.00
H 1.616 2.444 -4.312  0.00
H 0.349 2.680 -3.105  0.00
H 0.091 1.565 -4.450  0.00
H 4.139 -0.897 -0.780  0.00
H 5.359 -2.948 -1.430  0.00
H 4.215 -5.067 -1.854  0.00
H 1.853 -6.372 -1.874  0.00
H -0.555 -6.219 -1.477  0.00
H -1.650 -4.106 -0.809  0.00
C -1.402 2.420 -0.008  0.03
C -0.816 3.753 0.136  0.01
C 0.412 4.080 -0.471  0.01
C 1.007 5.318 -0.316  0.00
C 0.406 6.307 0.457  0.01
C -0.814 6.017 1.057  0.00
C -1.413 4.779 0.893  0.01
H -1.232 2.026 -1.015  0.00
H -2.474 2.408 0.212  0.01
H 0.925 3.317 -1.040  0.00
H 1.966 5.504 -0.789  0.00
H 0.876 7.275 0.589  0.00
H -1.310 6.771 1.660  0.00
H -2.372 4.589 1.360  0.00
C 0.161 -1.954 3.011  0.00
C -0.254 -0.692 3.706  0.01
C -0.395 -0.494 5.066  0.00
C -0.867 0.832 5.233  0.00
C -0.990 1.365 3.965  0.01
C -1.457 2.730 3.583  0.00
N -0.607 0.449 3.024  0.04
H -0.390 -2.814 3.404  0.00
H 1.227 -2.164 3.135  0.00
H -0.037 -1.900 1.942  0.00
H -0.200 -1.227 5.837  0.00
H -1.113 1.334 6.160  0.00
H -2.149 3.124 4.333  0.00
H -1.971 2.700 2.623  0.00
H -0.633 3.442 3.478  0.00

---

[4]
The following is a DFT calculation (ωB97M-V/def2-TZVPD) of a 5-piece molecular cluster, CH12O5 overall.

Properties
- HOMO-LUMO gap (alpha / beta): 2.7 / 10.2 eV
- ⟨S²⟩: 0.7503
- Charge: -1
- 2S+1: 2

Each line ends with the Löwdin spin population.
Element x y z (Å)
C 1.386 -1.665 -1.754  0.05
O 1.051 -0.476 -2.430  0.04
H 2.475 -1.738 -1.629  0.00
H 0.939 -1.755 -0.759  0.01
H 1.019 -2.441 -2.420  0.00
H 1.190 0.346 -1.942  0.01
H -2.014 0.987 1.425  0.04
H -1.945 -0.462 1.178  0.07
O -1.757 0.168 1.896  0.14
H 2.406 1.516 0.399  0.00
H 2.142 0.025 0.204  0.00
O 2.285 0.848 -0.280  0.02
H -4.492 1.545 0.144  0.11
H -3.472 1.407 -0.900  0.12
O -3.529 1.687 0.039  0.30
H 0.112 0.350 1.972  0.02
H 1.137 -0.493 2.785  0.01
O 1.066 0.151 2.071  0.04

---

[5]
The following is a DFT calculation (ωB97M-V/def2-TZVPD) of a 2-piece molecular cluster, C5H6N2 overall.

Properties
- HOMO-LUMO gap: 8.7 eV
- Charge: 0

Each line ends with the Mulliken charge.
Element x y z (Å)
C -2.216 0.007 -0.133  0.10
C 1.132 -0.839 0.471  -0.31
C 0.024 -1.249 -0.167  -0.45
C 1.234 0.672 0.361  -0.50
C -0.821 -0.035 -0.414  0.10
N -3.364 0.118 0.113  -0.43
N -0.056 1.132 -0.124  -0.24
H 2.120 -1.127 0.834  0.36
H -0.197 -2.304 -0.420  0.37
H 1.480 1.039 1.453  0.26
H 2.171 0.996 -0.197  0.28
H -0.985 -0.369 -2.105  0.15
H -0.521 1.960 0.328  0.31

---

Respective relative energy (zero: lowest compared OMol25 entry of this formula, charge and spin) values: 363.4 210.8 0.0 3.2 399.4 kJ/mol.